ORCA calculation (ωB97M-V/def2-TZVPD) on the molecule C9H17BN2O3 in a non-equilibrium geometry.

Values from the calculation:
* LUMO: 0.5 eV
* orbital gap: 9.2 eV
* energy above the lowest of the compared OMol25 structures with the same formula, charge and spin: 51.16 kcal per mole

```
32
Properties=species:S:1:pos:R:3:forces:R:3
O -0.243 1.705 -1.490 0.01 3.76 -0.79
C 0.054 0.607 -1.148 -0.33 -1.77 -0.99
C -0.929 -0.425 -1.644 -0.60 -3.85 3.03
N -1.948 -0.571 -0.525 0.53 0.00 0.68
C -2.532 0.642 0.056 0.06 -0.35 -1.77
C -3.994 0.553 0.422 1.16 1.89 0.47
C -3.540 1.339 -0.835 -0.60 -0.56 1.10
N 1.133 0.318 -0.433 2.10 -2.09 0.93
C 2.348 1.136 -0.324 -0.43 -1.06 -1.95
C 3.515 0.179 -0.014 0.92 0.56 0.96
C 2.934 -1.222 0.145 0.27 -1.57 -2.73
C 1.453 -0.975 0.261 -0.08 1.78 1.17
B 1.044 -0.788 1.820 0.04 -1.88 1.43
O 2.037 -1.151 2.767 -0.33 0.62 -1.57
O -0.257 -0.563 2.182 0.31 0.21 -1.15
H -1.365 -0.195 -2.584 -0.16 0.78 -0.78
H -0.537 -1.504 -1.688 -0.14 1.56 -0.29
H -2.628 -1.340 -0.595 0.71 0.72 -0.30
H -1.771 1.299 0.541 -1.10 -0.66 0.03
H -4.552 -0.342 0.318 -0.11 -0.89 -0.36
H -4.294 1.090 1.324 0.07 0.09 -0.39
H -3.808 0.806 -1.749 0.29 0.49 0.08
H -3.590 2.425 -0.813 -0.09 -0.28 -0.15
H 2.158 1.848 0.399 0.14 1.76 1.57
H 2.519 1.609 -1.291 -0.15 0.34 0.12
H 3.985 0.504 0.945 0.04 -0.13 -0.88
H 4.221 0.222 -0.874 -0.17 -0.04 0.99
H 3.158 -1.757 -0.854 -0.53 0.64 1.26
H 3.245 -1.984 0.894 0.25 1.31 -0.15
H 0.950 -1.708 -0.274 -1.36 -1.68 -0.33
H 2.020 -1.202 3.725 -0.83 0.31 -0.15
H -0.784 -0.555 1.336 0.10 -0.01 0.88
```
Positions in Å, forces in eV/Å.



ORCA calculation (ωB97M-V/def2-TZVPD) on a cluster of 2 separate species, CH6NOS in total.

Values from the calculation:
* LUMO: 4.4 eV
* orbital gap: 7.5 eV
* energy above the lowest of the compared OMol25 structures with the same formula, charge and spin: 0.00 kcal per mole
* total charge: -1

```
10
Properties=species:S:1:pos:R:3:forces:R:3
N 0.907 -1.087 0.574 -0.17 -0.11 0.13
C -0.078 -0.143 1.073 0.04 -0.06 -0.03
O 0.076 1.173 0.616 0.15 0.36 0.26
H 0.781 -1.163 -0.430 0.10 0.04 -0.06
H 1.828 -0.703 0.740 0.10 0.05 -0.11
H -1.060 -0.527 0.789 -0.06 -0.03 0.06
H 0.008 -0.104 2.162 -0.07 -0.02 -0.01
H -0.219 1.190 -0.325 -0.05 -0.21 -0.08
S -0.882 0.206 -2.192 -0.05 -0.06 -0.13
H -1.360 1.157 -3.007 0.01 0.03 -0.01
```
Positions in Å, forces in eV/Å.



ORCA calculation (ωB97M-V/def2-TZVPD) on the molecule C5H6O2 in a non-equilibrium geometry.

Values from the calculation:
* LUMO: 0.7 eV
* orbital gap: 9.0 eV
* energy above the lowest of the compared OMol25 structures with the same formula, charge and spin: 142.18 kcal per mole

```
13
Properties=species:S:1:pos:R:3:forces:R:3
C -0.026 -0.929 0.163 0.63 0.59 -0.10
C -1.101 -1.636 -0.068 -1.99 -0.22 0.17
C 1.300 -0.586 -0.184 1.17 -0.40 -1.62
C 0.424 0.567 0.266 -0.06 0.04 -4.07
C -1.642 -0.301 0.019 -1.84 -1.54 -3.18
O -2.124 0.297 1.086 -0.37 1.29 -0.60
O -2.081 0.247 -1.221 0.67 0.74 3.31
H 2.024 -1.020 0.472 0.82 0.19 0.17
H 1.456 -0.717 -1.323 0.22 0.54 2.08
H 0.372 1.062 1.152 0.65 0.86 2.74
H 0.164 1.267 -0.565 0.07 -0.71 0.67
H -1.633 -0.087 1.804 0.08 -0.41 1.00
H -2.413 -0.490 -1.715 -0.05 -0.97 -0.55
```
Positions in Å, forces in eV/Å.



ORCA calculation (ωB97M-V/def2-TZVPD) on a cluster of 2 separate species, C6H12O in total in a non-equilibrium geometry.

Values from the calculation:
* spin multiplicity: 2
* LUMO (spin up / spin down): 3.7 / 3.6 eV
* ⟨S²⟩: 0.76
* orbital gap (spin up / spin down): 2.5 / 7.3 eV
* energy above the lowest of the compared OMol25 structures with the same formula, charge and spin: 41.55 kcal per mole
* total charge: -1

```
19
Properties=species:S:1:pos:R:3:forces:R:3
C 1.684 -1.260 0.512 -0.21 -0.66 0.55
C 0.725 -0.094 0.661 1.04 -0.24 -0.49
C 0.679 0.825 -0.347 -0.52 0.32 0.14
C 1.424 0.862 -1.649 -0.57 0.27 -0.33
C -1.421 -0.036 1.777 -0.34 0.41 0.54
C -0.054 0.068 1.876 -0.27 -0.73 -0.88
H 1.284 -2.106 -0.073 -0.38 0.34 0.03
H 1.845 -1.721 1.494 0.31 0.17 0.08
H 2.637 -1.071 0.015 0.32 0.46 0.06
H 0.023 1.670 -0.158 -0.02 0.05 -0.15
H 1.115 1.798 -2.131 0.45 0.08 -0.02
H 1.131 0.110 -2.401 0.10 -0.44 0.14
H 2.514 0.835 -1.574 -0.05 0.02 -0.01
H -1.873 -0.451 0.885 0.13 0.17 -0.18
H -2.149 0.277 2.525 0.30 0.04 0.23
H 0.511 0.313 2.783 -0.28 -0.29 0.23
H -2.862 -1.038 -1.897 0.33 0.08 -0.02
H -1.775 0.061 -2.155 -0.33 -0.30 0.45
O -2.650 -0.109 -1.765 -0.01 0.24 -0.37
```
Positions in Å, forces in eV/Å.



What is the energy above the lowest of the compared OMol25 structures with the same formula, charge and spin in the third record? 142.18 kcal per mole



The highest energy above the lowest of the compared OMol25 structures with the same formula, charge and spin belongs to which entry? C5H6O2



Among the records above, which one has the lowest energy above the lowest of the compared OMol25 structures with the same formula, charge and spin? CH6NOS



energy above the lowest of the compared OMol25 structures with the same formula, charge and spin of number 4 (C6H12O)? 41.55 kcal per mole